No. 1
{"formula": "C24H38FN6O5PtS2", "method": "ωB97M-V/def2-TZVPD", "gap_ev": [8.625, 5.485], "multiplicity": 5, "e_above_lowest_kcal_mol": 16.1, "total_charge": 3, "total_energy_ev": -72289.495, "homo_ha": [-0.5737, -0.5731], "symbols": ["Pt", "C", "C", "N", "C", "C", "C", "O", "O", "C", "O", "C", "C", "C", "F", "C", "C", "C", "N", "C", "C", "N", "C", "C", "H", "H", "H", "H", "H", "H", "H", "H", "H", "H", "H", "H", "H", "H", "H", "H", "H", "H", "N", "N", "C", "N", "S", "H", "H", "H", "H", "H", "O", "S", "C", "C", "C", "C", "H", "H", "H", "H", "H", "H", "H", "H", "C", "C", "C", "O", "H", "H", "H", "H", "H", "H", "H"], "coordinates": [[0.538741, 3.478099, 0.257800], [-4.461447, -2.545410, 1.063582], [-4.450017, -1.796233, -0.262714], [-3.232787, -0.975342, -0.419962], [-3.275134, 0.303313, -0.042277], [-2.211583, 1.164769, -0.074344], [-2.488356, 2.581424, 0.347480], [-3.563891, 2.863738, 0.822293], [-1.553137, 3.466369, 0.100291], [-0.946411, 0.718662, -0.516176], [0.131173, 1.399130, -0.541930], [-0.917612, -0.667578, -0.975236], [0.259365, -1.206046, -1.508273], [0.334565, -2.511672, -1.888205], [1.512237, -2.934888, -2.394967], [-0.768553, -3.393640, -1.792764], [-1.935275, -2.843295, -1.279928], [-2.041022, -1.503347, -0.889572], [-0.720787, -4.742609, -2.155714], [-1.877328, -5.402612, -2.749751], [-2.091779, -6.764776, -2.088876], [-0.752584, -7.390205, -1.776038], [0.299255, -6.905534, -2.726464], [0.541674, -5.412170, -2.501681], [-5.362900, -3.153591, 1.136169], [-4.457733, -1.844500, 1.898740], [-3.593331, -3.200328, 1.160677], [-5.301949, -1.124608, -0.321708], [-4.525025, -2.477308, -1.106544], [-4.227225, 0.687777, 0.302333], [1.114399, -0.562861, -1.659206], [-2.797782, -3.482936, -1.163878], [-1.725468, -5.519047, -3.827659], [-2.778356, -4.812784, -2.627953], [-2.638390, -7.423765, -2.760338], [-2.647060, -6.673279, -1.159049], [-0.827440, -8.405935, -1.812734], [-0.475832, -7.146770, -0.825909], [-0.055148, -7.118523, -3.731868], [1.221139, -7.459475, -2.569628], [1.000114, -5.022777, -3.411850], [1.248477, -5.274082, -1.685521], [-0.507459, 5.733085, 0.839686], [0.212480, 6.914652, 0.743747], [1.403569, 6.886186, 0.145701], [2.094616, 8.003856, 0.015323], [2.076896, 5.404124, -0.401914], [-1.149511, 5.615807, 0.060893], [-1.042054, 5.697190, 1.702058], [-0.216799, 7.786396, 1.020443], [1.750504, 8.903039, 0.317196], [2.990030, 7.979513, -0.447950], [2.614838, 2.820428, -0.298578], [3.769086, 1.904037, 0.132419], [3.189804, 0.846221, 1.507513], [2.729813, -0.477668, 0.906837], [3.680498, -0.759592, -0.253069], [3.742448, 0.529564, -1.063712], [2.418582, 1.408763, 2.025389], [4.050904, 0.711826, 2.165158], [1.701970, -0.388751, 0.549555], [2.763145, -1.270548, 1.654545], [3.337806, -1.587041, -0.874487], [4.671459, -1.011917, 0.128241], [2.837660, 0.708214, -1.647525], [4.612949, 0.605012, -1.712477], [2.802417, 4.436694, 3.553733], [1.315700, 4.443686, 3.121905], [0.408523, 4.304856, 4.365772], [1.106503, 3.364362, 2.299086], [2.953716, 5.250010, 4.261617], [3.450554, 4.574933, 2.687941], [3.042594, 3.492831, 4.046109], [1.098545, 5.387715, 2.612661], [0.557089, 3.329139, 4.830115], [-0.641095, 4.402499, 4.088453], [0.672421, 5.085524, 5.076970]], "forces_ev_per_angstrom": [[-0.48, 0.10, -0.28], [0.06, 0.02, -0.07], [-0.05, -0.18, 0.23], [-0.09, 0.12, 0.07], [-0.18, -0.19, -0.07], [0.58, 0.56, 0.09], [-0.51, -0.77, 0.07], [0.33, 0.23, -0.07], [0.63, 0.77, 0.11], [-0.32, -0.26, -0.10], [0.30, 0.05, 0.21], [0.20, 0.23, 0.05], [-0.01, -0.09, -0.03], [0.06, 0.13, -0.04], [-0.12, -0.11, -0.02], [0.01, 0.01, 0.06], [-0.22, -0.17, -0.01], [0.18, 0.07, -0.07], [0.08, -0.13, 0.04], [0.21, 0.03, -0.04], [-0.27, 0.25, -0.15], [-0.02, 0.06, -0.11], [0.13, 0.18, -0.10], [-0.12, 0.09, 0.03], [0.02, 0.02, 0.00], [0.00, -0.03, 0.00], [-0.03, 0.01, 0.02], [0.01, 0.07, -0.06], [-0.01, 0.08, -0.09], [-0.02, -0.04, 0.03], [0.00, -0.05, 0.04], [0.08, 0.03, 0.05], [-0.05, 0.00, -0.01], [-0.02, 0.00, -0.02], [0.07, -0.13, 0.04], [0.08, -0.08, 0.08], [0.01, -0.10, 0.03], [0.00, 0.01, 0.09], [-0.07, -0.05, 0.01], [-0.04, -0.09, 0.07], [0.02, 0.03, -0.03], [0.04, 0.01, 0.01], [-0.28, -0.47, -0.32], [0.18, 0.23, 0.12], [0.14, -0.28, 0.05], [0.01, 0.02, -0.11], [-0.06, -0.09, 0.09], [-0.25, 0.03, -0.02], [0.04, -0.06, 0.05], [-0.13, 0.04, -0.01], [-0.03, 0.02, -0.03], [0.01, 0.04, 0.01], [-0.27, 0.05, 0.00], [-0.07, -0.29, 0.09], [0.08, -0.04, -0.21], [0.00, -0.06, 0.06], [-0.11, 0.07, 0.05], [0.11, -0.04, 0.01], [-0.01, 0.05, 0.11], [-0.02, 0.08, -0.02], [0.07, 0.03, 0.04], [-0.02, 0.04, 0.02], [0.06, -0.01, -0.03], [0.00, -0.06, -0.04], [0.02, 0.07, 0.03], [-0.01, 0.07, 0.01], [0.05, -0.38, -0.14], [-0.05, 0.74, 0.53], [-0.01, -0.32, -0.15], [0.05, -0.31, -0.18], [-0.05, 0.04, -0.05], [-0.02, 0.02, 0.04], [0.00, 0.07, -0.01], [0.10, -0.11, -0.03], [0.01, 0.08, 0.02], [0.01, -0.01, 0.02], [0.01, 0.03, -0.04]]}


No. 2
{"formula": "C4H3ClOS2", "method": "ωB97M-V/def2-TZVPD", "gap_ev": 9.184, "e_above_lowest_kcal_mol": 76.2, "total_charge": 0, "total_energy_ev": -40433.342, "homo_ha": -0.3389, "smiles": "Sc1coc(Cl)c1S", "symbols": ["S", "C", "C", "O", "C", "Cl", "C", "S", "H", "H", "H"], "coordinates": [[-1.073329, -2.113733, 0.866315], [-0.593716, -0.581743, 0.081404], [-1.389811, 0.075008, -0.711472], [-0.882794, 1.157620, -0.970566], [0.401436, 1.231251, -0.368163], [1.161923, 2.796450, -0.729767], [0.705579, 0.098952, 0.248134], [2.344048, -0.198798, 0.574524], [-0.745608, -2.995638, -0.274101], [-2.429271, 0.217431, -0.868004], [2.501544, 0.313200, 2.151696]], "forces_ev_per_angstrom": [[0.85, -1.25, -2.21], [1.87, -5.41, 2.87], [-3.66, -2.62, 1.53], [5.66, 8.51, -1.67], [-1.61, 3.48, -2.91], [-0.50, -1.88, 0.50], [-2.12, 0.50, -0.60], [1.70, 0.19, 4.27], [-0.53, 1.42, 2.04], [-1.08, -1.70, -0.27], [-0.58, -1.25, -3.56]]}